Molecular formula: C40H60Cl3CsGe2N5O2P3
Method: DFT, wB97M-V/def2-TZVPD

ORCA input file:
```
! wB97M-V def2-TZVPD RIJCOSX def2/J DEFGRID3
* xyz -2 1
Cs 1.090 3.586 -3.488
Ge -0.799 -0.621 0.283
Ge 6.031 2.981 -5.434
Cl 5.665 2.976 -3.167
Cl 3.923 4.144 -5.933
Cl 7.904 4.107 -5.768
P 3.046 0.591 -0.083
P -1.230 -2.582 -2.852
P -1.263 3.049 0.387
O -1.643 7.621 -4.143
O -0.537 0.017 -1.418
N -2.053 0.533 1.037
N -1.506 -1.777 2.386
N -1.283 5.261 -4.593
N 0.738 -0.391 1.380
N -0.668 -2.549 -0.023
C -2.650 4.402 2.462
C -1.531 -4.825 0.459
C 1.237 -2.691 4.893
C 4.017 2.137 0.374
C 2.202 -1.478 3.035
C -2.095 4.291 -0.587
C -0.127 4.411 2.694
C -2.424 -4.338 -4.776
C -2.330 1.654 0.329
C 4.314 -0.673 0.361
C -3.644 -3.892 -2.762
C -2.223 -4.115 -3.293
C 0.019 -2.692 4.204
C -2.512 -5.628 1.075
C -3.076 -3.723 2.440
C -2.869 -0.798 4.260
C -1.395 -3.491 0.719
C 3.818 -2.139 0.297
C 2.340 -2.064 4.302
C 4.601 2.006 1.812
C 5.502 -0.625 -0.610
C 1.670 0.701 1.298
C -2.834 0.241 2.154
C -2.454 -0.821 2.944
C -1.997 -3.025 1.911
C 1.274 -1.370 -3.778
C -1.369 5.651 -0.589
C -3.401 -5.072 2.021
C -2.499 3.745 -1.992
C 0.886 -3.911 -4.019
C -3.807 0.152 4.699
C 0.243 -2.514 -3.974
C -0.130 -3.019 -1.236
C 3.140 3.477 0.101
C -3.816 1.171 2.536
C -0.146 -1.948 2.982
C -1.401 6.477 -4.460
C -1.382 3.660 2.146
C -4.330 1.073 3.796
C 0.950 -1.312 2.415
H 5.276 -0.835 -1.698
H 1.637 -3.879 -4.854
H -0.816 -3.357 4.483
H -2.056 2.787 -2.252
H -4.107 -4.848 -2.482
H -4.098 -5.621 2.683
H 3.236 4.034 1.031
H -3.255 1.672 -0.397
H -2.865 -3.364 -5.174
H 2.047 0.803 2.331
H 0.275 3.869 3.582
H 3.077 -1.067 2.530
H -3.022 -5.205 -5.016
H -0.795 -5.374 -0.163
H 0.164 -4.751 -4.304
H -4.157 1.955 1.887
H -2.665 4.592 3.521
H 4.532 2.934 2.336
H -1.251 -0.529 -2.167
H -5.057 1.795 4.208
H -2.630 -6.680 0.832
H -1.436 -4.480 -5.240
H 0.823 -0.410 -3.301
H -2.293 4.469 -2.787
H -0.425 5.364 3.128
H 4.803 2.148 -0.365
H 1.499 -4.138 -3.094
H 1.758 -0.988 -4.682
H -3.732 -3.234 -1.843
H 0.906 -2.614 -1.415
H -4.048 0.198 5.744
H 5.895 0.404 -0.527
H -0.176 -2.244 -4.981
H -1.495 2.735 2.753
H 2.756 -2.305 0.731
H -2.506 -1.557 4.918
H -1.245 5.970 0.449
H -3.045 4.428 -0.059
H -2.582 5.408 2.045
H 2.091 3.247 -0.160
H 3.338 -2.201 4.713
H -2.039 6.395 -0.970
H 1.117 1.653 1.096
H 2.112 -1.681 -3.136
H -3.688 -3.213 3.128
H -1.916 -5.020 -2.772
H -3.583 3.543 -2.099
H 0.600 4.519 1.948
H 4.600 -2.776 0.784
H 6.320 -1.309 -0.373
H 4.093 1.214 2.384
H 1.379 -3.143 5.886
H -4.267 -3.469 -3.563
H 4.724 -0.469 1.429
H -0.371 5.621 -1.063
H 5.648 1.680 1.772
H -0.012 -4.093 -1.254
H -3.601 3.921 2.122
H 3.740 -2.550 -0.719
H 3.598 4.017 -0.761
*
```

Results
* Kohn-Sham gap: 0.150 Ha
* highest occupied orbital energy: -0.6 eV
* LUMO energy: 3.52 eV

---

Molecular formula: C23H19Cl4I2N4O2SSiTa
Method: DFT, wB97M-V/def2-TZVPD

ORCA input file:
```
! wB97M-V def2-TZVPD RIJCOSX def2/J DEFGRID3
* xyz 1 2
Ta -0.693 -1.134 1.035
I 0.709 0.962 -3.203
I 5.932 2.593 -0.794
Cl -0.815 -3.487 0.929
Cl -3.446 -3.054 -1.401
Cl -0.994 -1.473 3.454
Cl -2.497 3.693 -1.656
S -3.140 -0.663 1.134
Si -1.862 -1.725 -1.400
O 0.375 -0.127 -0.222
O -0.831 0.852 1.719
N 1.682 -2.558 -1.060
N 1.466 -1.508 1.821
N -2.844 -0.196 -2.110
N -1.874 1.237 2.463
C 2.116 -0.191 2.036
C 2.699 -2.376 -0.220
C 1.923 -2.464 -2.363
C 1.962 1.051 -1.541
C 4.063 1.701 -0.595
C -4.388 0.788 -3.619
C -3.061 0.622 2.289
C 3.697 1.114 0.605
C 3.990 -2.103 -0.652
C -2.460 1.022 -1.703
C 1.572 0.478 -0.332
C 3.197 1.663 -1.677
C -1.682 2.245 3.337
C 2.464 0.496 0.745
C 4.232 -2.002 -2.013
C 2.388 -2.532 1.248
C -4.147 1.079 3.037
C -2.728 2.701 4.089
C 3.176 -2.187 -2.890
C -3.983 2.107 3.934
C -3.791 -0.319 -3.054
C -4.009 2.055 -3.202
C -3.030 2.163 -2.228
H -4.822 2.447 4.525
H -4.460 2.944 -3.622
H 4.790 -1.965 0.065
H -0.675 2.630 3.373
H 1.907 -3.497 1.400
H 5.226 -1.785 -2.379
H 1.073 -2.617 -3.019
H -2.563 3.504 4.791
H -5.148 0.655 -4.375
H 3.316 -2.512 1.825
H 3.482 2.101 -2.624
H 3.314 -2.120 -3.960
H -4.064 -1.325 -3.337
H 1.423 0.411 2.627
H -5.100 0.588 2.905
H 4.387 1.113 1.440
H 3.027 -0.326 2.626
H -1.690 1.080 -0.946
H 1.211 -1.851 2.746
*
```

Results
* Kohn-Sham gap (spin up / spin down): 0.240 / 0.245 Ha
* highest occupied orbital energy (spin up / spin down): -9.9 / -10.9 eV
* LUMO energy (spin up / spin down): -3.41 / -4.22 eV

---

Number 1: E_tot -8563.13613 a.u., maximum force 4.7 eV/A. Number 2: E_tot -4438.23169 a.u., maximum force 0.2 eV/A.